C2H2P2S | ωB97M-V with the def2-TZVPD basis set

Calculated values
2S+1: 3
LUMO energy (alpha / beta) (eV): 0.27 / -2.92
Total energy (Ha): -1158.1827
<S²>: 2.01
HOMO (alpha / beta) (eV): -6.19 / -9.42

Last column: Löwdin charge in e.
Cartesian coordinates (Å):
P (0.02093, -0.11488, 1.88001)  0.5067
P (-0.39015, -0.58279, -1.13713)  0.7877
S (0.91917, 1.31472, 0.69200)  0.4077
H (-0.91150, -2.13653, 0.65632)  0.0084
H (0.46173, 1.67506, -1.74434)  0.0398
C (-0.44626, -1.09421, 0.52457)  -0.8684
C (0.34609, 0.93863, -0.87143)  -0.8818

Force components x, y, z for each atom (eV/Å):
-0.6 -0.4 1.1
-1.0 -2.5 1.8
1.6 2.1 -0.3
0.7 1.7 0.1
-0.1 -1.0 1.7
-1.2 -2.3 -3.0
0.5 2.4 -1.4

***

C3H8N2O | ωB97M-V with the def2-TZVPD basis set

Calculated values
2S+1: 1
LUMO energy (eV): 0.90
Total energy (Ha): -303.8357
Relative energy (zero: lowest compared OMol25 entry of this formula, charge and spin) (eV): 1.535
SMILES string: CNC(=O)CN
HOMO (eV): -9.13

Last column: Löwdin charge in e.
Cartesian coordinates (Å):
H (-0.93163, 0.84607, 2.58564)  0.1023
C (-0.06823, 1.22314, 1.99867)  -0.0480
N (0.21974, 0.38486, 0.81657)  0.0100
N (0.93632, -1.34295, -1.33033)  -0.0700
H (1.54596, -1.60319, -2.16546)  0.1048
H (-0.35355, 2.22711, 1.78477)  0.0783
O (-1.88574, 0.60309, -0.09337)  -0.0170
H (0.70990, -2.20786, -0.82348)  0.0756
C (-0.67495, 0.26455, -0.16900)  -0.4649
C (-0.27263, -0.56820, -1.51734)  -0.1894
H (0.11714, 0.18953, -2.31058)  0.1377
H (1.05632, -0.22702, 0.57766)  0.1461
H (0.75395, 1.33104, 2.54339)  0.0275
H (-1.15260, -1.12017, -1.89715)  0.1070

Force components x, y, z for each atom (eV/Å):
0.7 -0.2 -0.3
-3.3 -1.6 -1.9
1.0 -0.5 -1.1
1.1 -1.9 0.2
-1.6 0.8 1.4
-0.3 0.7 -1.1
2.8 0.0 -0.1
0.4 0.3 -0.4
-3.7 -1.2 -1.6
1.5 2.4 -0.5
-1.5 -0.8 1.3
-0.9 1.6 1.1
3.5 -0.1 2.5
0.3 0.5 0.4

***

C4H12 | ωB97M-V with the def2-TZVPD basis set

Calculated values
2S+1: 2
LUMO energy (alpha / beta) (eV): -3.04 / -11.50
Total energy (Ha): -159.1175
<S²>: 0.75
Relative energy (zero: lowest compared OMol25 entry of this formula, charge and spin) (eV): 1.424
Charge: +1
HOMO (alpha / beta) (eV): -16.26 / -15.13

Last column: Löwdin charge in e.
Cartesian coordinates (Å):
H (-0.26995, -0.18152, 3.23578)  0.0158
H (-1.11890, -1.49201, 2.57069)  0.1159
H (-0.56611, 0.45620, -1.68319)  0.1175
H (1.30260, -0.82492, -0.68963)  0.1323
H (0.29857, 0.56931, -3.18304)  0.1042
H (2.43067, -0.03847, -1.36472)  0.1234
H (0.43313, -0.81803, 1.73710)  0.1291
H (-1.81914, -0.32652, 0.63980)  0.0865
C (-1.43030, 0.43181, 1.39550)  -0.1180
C (-0.56545, -0.50299, 2.32461)  -0.1069
H (-2.25496, 0.89558, 2.07964)  0.1365
C (0.43973, 0.55159, -2.10566)  -0.0058
H (1.89420, -1.06237, -2.43748)  0.0827
H (0.63002, 1.53665, -1.77530)  0.1081
C (1.52522, -0.45634, -1.69603)  0.0345
H (-0.92932, 1.26201, 0.95195)  0.0443

Force components x, y, z for each atom (eV/Å):
1.1 1.7 2.7
0.9 1.4 -0.9
-0.6 -0.3 0.4
-0.4 -0.5 0.9
-0.1 -0.3 -0.1
2.1 1.2 1.1
-1.5 0.4 0.7
-0.1 1.6 0.7
-0.7 -2.8 1.6
-1.2 -2.2 -3.4
1.0 -0.8 -1.2
1.1 -2.6 -1.2
0.2 -1.9 -1.8
0.7 1.6 1.2
-3.3 2.8 -0.2
0.5 0.7 -0.4